Entry 1:
ORCA calculation (ωB97M-V/def2-TZVPD) on C5H9NS2 in the gas phase.

The geometry in XYZ format:
```
17
Properties=species:S:1:pos:R:3:forces:R:3:nbo_charge:R:1
C 2.556242 0.356789 0.270952 0.7 -0.3 0.6 -0.411
N 1.631325 -0.735325 0.017220 0.3 -0.3 -0.7 -0.610
C 0.263171 -0.363118 0.199207 -0.2 0.0 0.6 -0.071
C -0.789501 -0.958196 -0.677817 -0.2 -0.6 -0.1 -0.378
S -2.436048 -1.327677 -0.062655 0.2 0.2 -0.1 0.251
C -2.685308 0.312532 0.664675 0.1 0.0 0.7 -0.704
S -1.811952 1.584634 -0.281286 0.1 -0.2 -0.1 0.247
C -0.478093 0.500636 -0.792434 0.2 0.5 -0.4 -0.408
H 2.488991 0.633651 1.344622 0.1 0.0 -0.7 0.196
H 2.379551 1.228247 -0.357067 -0.1 0.3 0.0 0.170
H 3.597669 0.023144 0.078228 -0.6 0.1 0.2 0.202
H 1.814906 -1.122217 -0.918310 -0.4 0.2 0.6 0.356
H -0.012957 -0.203954 1.258072 0.2 -0.1 -0.6 0.207
H -0.487401 -1.651180 -1.467722 -0.1 0.3 0.2 0.244
H -3.749799 0.542766 0.683564 0.0 0.0 -0.2 0.250
H -2.350168 0.319686 1.712976 0.0 0.0 -0.4 0.214
H 0.069372 0.859583 -1.672233 -0.3 -0.1 0.3 0.245
```
Positions in Å, forces in eV/Å.

The SMILES is CN[C@@H]1[C@H]2SCS[C@@H]12. The relative energy (zero: lowest compared OMol25 entry of this formula, charge and spin) is 1.264 eV. Its strongest force on any atom is 1.00 eV/Å. Its total energy is -28490.3723 eV. For the HOMO-LUMO gap, the calculation gives 0.335 Ha.

Entry 2:
ORCA calculation (ωB97M-V/def2-TZVPD) on a molecular structure, C5H9O11Tl at a distorted geometry.

The geometry in XYZ format:
```
26
Properties=species:S:1:pos:R:3:forces:R:3:nbo_charge:R:1
Tl -0.904315 2.095425 1.886993 0.0 -0.4 -0.3 0.994
O 3.263317 -2.819163 -0.729874 1.3 -0.7 -0.4 -0.649
C 2.060157 -2.809109 -0.254470 -3.3 1.1 0.7 0.914
O 1.268734 -3.779192 -0.203808 1.0 -0.5 -0.2 -0.495
O 1.574282 -1.722900 0.115994 0.1 0.8 0.4 -0.511
H 3.370583 -3.747234 -0.950716 0.8 -0.5 -0.4 0.495
O -4.771996 -1.700917 -1.995819 -0.6 -0.5 -1.5 -0.654
C -4.117093 -1.624524 -0.881127 0.9 -2.0 3.0 0.907
O -3.714966 -2.618992 -0.249210 0.5 -0.6 -0.5 -0.472
O -4.044816 -0.515101 -0.350332 0.6 2.2 0.8 -0.656
H -5.059369 -0.793939 -1.867769 -1.1 1.0 -1.6 0.492
O -0.999098 -3.302595 6.506655 -0.2 0.5 0.1 -0.679
C -1.057059 -3.093622 5.185308 0.4 0.2 -0.3 0.918
O -1.040963 -4.111221 4.482713 -0.1 -1.1 -1.0 -0.543
O -1.075326 -1.974611 4.685737 -0.1 1.4 -0.1 -0.554
H -1.075238 -4.256581 6.430996 0.1 -0.9 1.1 0.490
C 1.931549 4.421294 -2.039393 -0.5 0.0 -2.4 -0.070
C 1.565663 3.084716 -2.787714 0.2 1.4 1.5 -0.083
O 0.241813 2.672318 -2.382577 0.7 0.6 -0.4 -0.734
O 1.945592 4.190568 -0.704607 0.2 -0.9 2.9 -0.729
H 1.274853 5.274688 -2.208429 -0.8 -0.3 -0.7 0.157
H 2.876953 4.811384 -2.416408 0.5 -0.5 -0.1 0.160
H 2.301535 2.358418 -2.442643 0.0 -0.2 0.0 0.175
H 1.741218 3.260182 -3.849077 -0.6 -0.2 -0.2 0.173
H 0.052308 1.808061 -2.755075 0.1 -0.1 -0.1 0.480
H 2.391680 4.892647 -0.225347 0.0 0.1 -0.1 0.474
```
Positions in Å, forces in eV/Å.

The relative energy (zero: lowest compared OMol25 entry of this formula, charge and spin) is 4.580 eV. Its strongest force on any atom is 3.69 eV/Å. Its total energy is -32537.3131 eV. For the HOMO-LUMO gap, the calculation gives 0.090 Ha.

Values of HOMO, in order: -8.329, -8.038, all in eV.